# C12H24AgAs2F12O9

C12H24AgAs2F12O9 as an isolated structure at a distorted geometry (the ωB97M-V functional and the def2-TZVPD basis, the Open Molecules 2025 dataset).

## Properties
net charge	-1
relative energy (zero: lowest compared OMol25 entry of this formula, charge and spin)	0.00	kcal per mole
E_tot	-6966.10326	a.u.
gap between HOMO and LUMO	9.580	eV
spin multiplicity	1

Cartesian coordinates (Å):
H (0.602, 3.163, 3.032)
F (-1.361, -1.304, 2.246)
O (-0.240, -0.083, -1.202)
C (1.361, -3.303, -0.255)
O (2.488, -3.759, -0.802)
H (-0.716, -3.173, 1.076)
F (4.016, 0.566, -0.182)
F (5.131, 0.402, 2.021)
F (5.732, 2.265, 0.549)
H (-0.320, -5.774, 1.717)
H (-2.816, 0.389, -0.695)
F (-3.046, 0.359, 2.998)
H (-1.790, 5.505, -2.504)
Ag (0.867, 0.281, 0.887)
H (-1.743, 3.428, -1.166)
O (1.196, -2.214, 0.206)
H (-0.189, 5.323, -2.974)
H (-4.690, -0.903, -0.001)
H (2.116, 3.851, 2.516)
F (4.260, 2.675, 2.576)
O (0.449, 2.656, 0.556)
O (-0.522, -0.243, -3.430)
F (3.331, 2.859, 0.362)
H (-4.797, -1.163, -1.773)
H (-1.748, -4.853, 2.064)
As (-1.452, -0.129, 3.557)
C (-4.183, -1.297, -0.883)
C (-2.788, -0.690, -0.862)
H (-4.145, -2.376, -0.711)
H (-1.504, -3.827, -0.333)
As (4.226, 1.626, 1.199)
F (-2.141, -1.331, 4.605)
H (-1.445, -1.456, -4.803)
H (-0.133, -2.261, -3.798)
F (2.729, 0.874, 1.823)
O (-0.066, 4.553, -0.539)
C (3.417, -2.811, -1.282)
H (-1.302, 4.147, -3.577)
C (-1.054, 4.717, -2.681)
H (2.969, -2.040, -1.908)
F (-1.608, 1.071, 4.797)
O (0.496, 4.668, 1.522)
H (-2.310, -1.054, 0.052)
C (1.065, 4.088, 2.686)
H (-1.742, -5.987, 0.642)
C (-0.861, -0.438, -2.154)
C (-0.780, 3.800, -1.518)
O (-2.048, -1.032, -2.038)
C (-1.171, -5.286, 1.245)
H (-0.190, 2.954, -1.867)
H (3.989, -2.379, -0.457)
F (0.170, -0.625, 4.001)
C (0.291, 3.833, 0.526)
H (0.292, -1.146, -5.055)
H (1.005, 4.799, 3.506)
C (-0.477, -1.364, -4.313)
O (0.463, -4.296, -0.288)
H (4.183, -3.308, -1.881)
C (-0.762, -4.054, 0.439)
F (-0.707, 1.108, 2.523)

Cartesian forces, eV/Å:
H -0.397 0.095 -0.452
F -0.119 0.310 -0.034
O 0.719 0.762 -0.161
C 0.188 -0.704 -0.028
O -0.401 -0.657 -0.567
H 0.522 -0.056 -0.041
F 0.190 0.206 0.131
F -0.137 0.111 0.046
F -0.753 -0.212 0.312
H 0.126 -0.018 -0.201
H 0.011 0.096 -0.577
F 0.517 -0.352 -0.148
H -0.393 -0.447 0.222
Ag -0.579 -0.497 -0.378
H 0.165 -0.060 0.568
O -0.064 0.635 0.048
H 0.334 -0.439 0.235
H -0.162 0.137 -0.146
H -0.039 0.104 -0.137
F 0.147 -0.231 -0.001
O -0.251 -1.141 -0.251
O 1.008 0.208 0.140
F -0.069 -0.226 0.047
H 0.200 0.451 -0.082
H -0.402 -0.501 -0.047
As -0.119 0.180 0.213
C 0.200 -0.440 0.305
C -0.574 -0.313 1.257
H 0.204 -0.019 -0.098
H -0.096 -0.074 0.137
As 0.586 -0.065 -0.658
F 0.119 0.151 -0.271
H 0.040 -0.419 0.081
H -0.420 -0.089 0.093
F 0.995 0.645 0.534
O -0.817 -0.196 -0.071
C 1.262 0.660 0.252
H -0.330 -0.041 0.124
C 0.461 0.976 -0.751
H -0.213 0.073 0.291
F 0.437 -0.264 0.031
O -0.231 0.325 0.298
H 0.319 -0.175 -0.257
C 0.968 -0.608 1.056
H -0.036 -0.139 0.168
C -0.954 -0.469 0.308
C 0.020 0.220 -1.101
O -0.590 -0.037 -0.701
C 0.162 0.966 0.089
H 0.129 -0.069 0.245
H -0.430 0.365 -0.005
F -0.638 0.344 0.095
C 0.504 1.091 0.150
H -0.143 0.206 -0.013
H -0.158 0.293 -0.284
C 0.092 0.150 -0.212
O 0.287 0.287 0.398
H -0.442 -0.465 -0.048
C -0.456 -0.189 -0.352
F -0.500 -0.433 0.197